No. 1
150
Properties=species:S:1:pos:R:3:lowdin_charge:R:1 method="wB97M-V/def2-TZVPD" total_energy_ha=-3243.4479 charge=0 gap_ev=6.588 homo_ev=-8.20 de_lowest_kcal_mol=156.9
Na -5.32 5.11 -1.01 0.850
B -1.29 3.97 1.52 -1.400
F 0.00 3.99 1.88 0.168
F -1.81 5.28 1.50 0.053
F -1.52 3.48 0.27 0.108
F -2.03 3.24 2.44 0.086
C 7.78 5.43 -2.22 -0.104
O 8.31 4.68 -3.32 -0.162
C 9.68 4.80 -3.44 -0.265
C 10.56 4.26 -2.31 -0.208
N 11.95 4.81 -2.36 -0.057
C 12.86 4.07 -1.43 -0.201
C 14.36 4.33 -1.61 -0.263
O 15.04 3.38 -0.87 -0.204
C 16.49 3.34 -0.97 -0.066
H 7.79 4.81 -1.33 0.080
H 6.74 5.71 -2.43 0.086
H 8.27 6.36 -1.93 0.087
H 10.00 5.83 -3.60 0.114
H 9.94 4.27 -4.35 0.125
H 10.59 3.17 -2.30 0.117
H 10.12 4.45 -1.33 0.102
H 11.95 5.80 -2.16 0.101
H 12.75 2.98 -1.39 0.118
H 12.58 4.38 -0.43 0.112
H 14.46 5.36 -1.24 0.121
H 14.63 4.16 -2.65 0.123
H 16.89 2.57 -0.31 0.084
H 16.91 4.27 -0.57 0.078
H 16.81 3.22 -2.01 0.082
C -12.17 -0.79 -3.01 -0.126
O -11.02 -0.22 -2.51 -0.193
C -9.78 -0.61 -3.06 -0.203
C -8.74 0.52 -2.83 -0.207
N -8.72 0.93 -1.44 -0.071
C -7.97 0.05 -0.58 -0.217
C -8.19 0.39 0.93 -0.184
O -9.63 0.37 1.04 -0.190
C -10.07 0.92 2.29 -0.107
H -12.42 -0.46 -4.02 0.087
H -13.04 -0.52 -2.41 0.089
H -12.09 -1.88 -2.94 0.091
H -9.83 -0.60 -4.15 0.119
H -9.37 -1.54 -2.65 0.118
H -8.96 1.40 -3.44 0.107
H -7.78 0.18 -3.21 0.115
H -9.69 0.79 -1.17 0.081
H -6.90 0.04 -0.80 0.118
H -8.37 -0.96 -0.74 0.108
H -7.79 1.39 1.07 0.114
H -7.60 -0.35 1.47 0.121
H -11.04 0.48 2.51 0.086
H -10.08 2.01 2.38 0.083
H -9.49 0.62 3.16 0.079
C 0.14 -7.36 13.33 -0.134
O 1.27 -7.04 12.59 -0.168
C 1.15 -5.79 11.94 -0.241
C 0.40 -5.84 10.68 -0.246
N -0.08 -4.54 10.35 -0.071
C -0.70 -4.41 9.06 -0.202
C -1.42 -3.05 8.86 -0.236
O -2.62 -2.97 9.57 -0.197
C -3.01 -1.61 9.86 -0.093
H -0.73 -7.68 12.76 0.082
H -0.11 -6.54 14.01 0.086
H 0.42 -8.17 14.01 0.087
H 2.17 -5.59 11.64 0.125
H 1.00 -4.93 12.59 0.129
H -0.46 -6.51 10.74 0.115
H 0.96 -6.28 9.85 0.131
H -0.85 -4.39 10.99 0.116
H -1.48 -5.18 8.99 0.111
H -0.11 -4.69 8.18 0.120
H -1.70 -2.82 7.83 0.121
H -0.75 -2.26 9.19 0.114
H -3.94 -1.66 10.42 0.084
H -3.16 -0.93 9.02 0.084
H -2.24 -1.16 10.48 0.083
C 0.13 -3.75 -5.95 -0.083
O 0.31 -4.17 -7.33 -0.196
C 1.69 -4.36 -7.68 -0.242
C 1.88 -4.29 -9.20 -0.169
N 1.78 -5.61 -9.90 -0.073
C 0.51 -6.23 -9.82 -0.247
C 0.54 -7.59 -10.52 -0.249
O 1.34 -8.51 -9.83 -0.196
C 1.48 -9.83 -10.42 -0.065
H -0.91 -3.44 -5.81 0.081
H 0.82 -2.93 -5.78 0.082
H 0.25 -4.54 -5.22 0.081
H 2.25 -5.21 -7.29 0.125
H 2.32 -3.52 -7.39 0.104
H 2.87 -3.84 -9.37 0.106
H 1.21 -3.50 -9.56 0.119
H 2.41 -6.36 -9.65 0.100
H -0.18 -5.54 -10.31 0.125
H 0.21 -6.27 -8.78 0.112
H 0.81 -7.50 -11.57 0.123
H -0.51 -7.85 -10.46 0.115
H 2.30 -10.36 -9.94 0.083
H 1.79 -9.68 -11.46 0.081
H 0.56 -10.40 -10.34 0.084
C 5.01 -0.20 5.47 -0.120
O 6.08 -0.69 4.70 -0.197
C 6.08 -0.28 3.30 -0.174
C 4.86 -0.86 2.57 -0.211
N 4.93 -2.32 2.43 -0.073
C 3.70 -2.91 2.02 -0.228
C 3.60 -4.45 2.10 -0.200
O 3.37 -4.83 3.45 -0.197
C 3.09 -6.18 3.69 -0.122
H 4.13 -0.76 5.14 0.073
H 4.73 0.84 5.28 0.088
H 5.22 -0.29 6.54 0.090
H 7.02 -0.65 2.87 0.117
H 6.13 0.80 3.11 0.114
H 4.61 -0.46 1.59 0.121
H 4.00 -0.56 3.17 0.093
H 5.12 -2.66 3.37 0.104
H 3.74 -2.62 0.97 0.117
H 2.86 -2.40 2.48 0.118
H 4.53 -4.86 1.70 0.119
H 2.83 -4.88 1.45 0.115
H 2.23 -6.53 3.13 0.082
H 3.01 -6.39 4.76 0.090
H 3.93 -6.74 3.28 0.082
C -6.51 7.86 1.45 -0.143
O -7.03 7.70 0.19 -0.195
C -7.36 8.97 -0.41 -0.207
C -7.92 8.74 -1.79 -0.190
N -6.85 8.30 -2.74 -0.052
C -7.51 7.61 -3.84 -0.232
C -6.51 7.13 -4.83 -0.204
O -5.65 6.15 -4.20 -0.203
C -4.75 5.61 -5.12 -0.130
H -5.61 8.47 1.50 0.097
H -6.24 6.87 1.84 0.090
H -7.21 8.28 2.18 0.092
H -6.46 9.58 -0.53 0.124
H -8.08 9.54 0.18 0.127
H -8.26 9.72 -2.13 0.119
H -8.76 8.06 -1.65 0.128
H -6.23 9.02 -3.09 0.117
H -8.17 8.35 -4.29 0.124
H -8.07 6.75 -3.49 0.127
H -5.83 7.94 -5.09 0.125
H -7.02 6.78 -5.73 0.130
H -4.09 4.81 -4.82 0.093
H -4.12 6.45 -5.43 0.090
H -5.26 5.26 -6.02 0.088

=====

No. 2
154
Properties=species:S:1:pos:R:3:lowdin_charge:R:1 method="wB97M-V/def2-TZVPD" total_energy_ha=-4222.1670 charge=+1 gap_ev=0.863 homo_ev=-9.60 de_lowest_kcal_mol=213.8
Sn -6.85 3.25 0.19 1.242
N -2.84 -1.27 -0.47 -0.229
S -2.95 -2.70 -0.08 0.410
O -2.65 -3.13 1.31 -0.262
O -2.60 -3.58 -1.16 -0.244
F -4.56 -2.76 -0.14 -0.219
S -1.14 -1.28 -0.44 0.603
O -0.36 -1.94 -1.51 -0.263
O -0.56 -1.11 0.87 -0.264
F -1.11 0.25 -0.94 -0.231
C -4.87 -9.33 10.82 -0.130
O -4.92 -8.69 9.58 -0.211
C -3.60 -8.41 9.05 -0.202
C -3.78 -7.60 7.79 -0.215
N -4.13 -8.31 6.53 -0.027
C -5.52 -8.84 6.68 -0.178
C -5.90 -9.47 5.30 -0.195
O -6.13 -8.38 4.37 -0.202
C -6.67 -8.82 3.17 -0.146
H -5.84 -9.36 11.32 0.091
H -4.21 -8.77 11.48 0.077
H -4.37 -10.29 10.78 0.086
H -3.07 -9.33 8.81 0.130
H -3.04 -7.76 9.72 0.120
H -2.79 -7.16 7.63 0.116
H -4.53 -6.85 8.01 0.118
H -4.18 -7.67 5.75 0.099
H -6.24 -8.04 6.84 0.117
H -5.70 -9.60 7.44 0.112
H -6.79 -10.09 5.40 0.111
H -5.14 -10.14 4.89 0.118
H -7.67 -9.27 3.23 0.086
H -5.97 -9.53 2.74 0.085
H -6.70 -8.03 2.43 0.086
C 2.71 8.67 -12.08 -0.063
O 3.68 8.02 -11.20 -0.205
C 3.40 7.92 -9.81 -0.222
C 2.22 7.07 -9.42 -0.196
N 2.49 5.65 -9.49 -0.059
C 3.11 5.17 -8.29 -0.238
C 3.54 3.72 -8.52 -0.204
O 4.39 3.44 -9.65 -0.199
C 5.66 4.10 -9.63 -0.091
H 2.66 9.73 -11.85 0.085
H 1.73 8.20 -11.96 0.070
H 3.03 8.48 -13.10 0.088
H 3.29 8.97 -9.53 0.115
H 4.29 7.67 -9.22 0.117
H 1.38 7.18 -10.12 0.106
H 1.87 7.27 -8.41 0.120
H 3.09 5.34 -10.24 0.107
H 2.38 5.29 -7.49 0.123
H 4.02 5.72 -8.06 0.104
H 2.67 3.08 -8.70 0.123
H 4.04 3.35 -7.62 0.116
H 6.33 3.63 -10.35 0.089
H 6.18 4.11 -8.67 0.088
H 5.44 5.11 -9.97 0.075
C -6.29 0.24 4.40 -0.064
O -5.54 1.52 4.37 -0.220
C -4.52 1.58 5.35 -0.234
C -3.87 2.98 5.40 -0.240
N -3.15 3.21 4.17 -0.050
C -2.45 4.52 4.39 -0.193
C -1.70 4.98 3.15 -0.222
O -2.45 5.13 1.93 -0.193
C -1.62 5.58 0.85 -0.122
H -5.76 -0.71 4.38 0.088
H -7.00 0.19 3.58 0.069
H -6.80 0.24 5.37 0.081
H -3.78 0.79 5.29 0.128
H -5.07 1.49 6.29 0.115
H -3.29 3.04 6.33 0.120
H -4.68 3.71 5.42 0.119
H -2.47 2.48 4.03 0.115
H -1.79 4.47 5.26 0.122
H -3.20 5.29 4.54 0.116
H -0.88 4.26 3.05 0.121
H -1.26 5.95 3.38 0.121
H -2.15 5.56 -0.10 0.075
H -0.69 5.03 0.69 0.088
H -1.30 6.62 0.94 0.083
C 12.17 -6.46 -6.60 -0.133
O 10.81 -6.22 -6.56 -0.208
C 10.40 -4.83 -6.55 -0.202
C 8.90 -4.82 -6.41 -0.201
N 8.53 -5.41 -5.10 -0.039
C 7.14 -5.79 -5.02 -0.195
C 6.89 -6.46 -3.61 -0.194
O 7.75 -7.58 -3.39 -0.200
C 7.53 -8.32 -2.19 -0.100
H 12.44 -6.18 -7.62 0.088
H 12.33 -7.53 -6.53 0.091
H 12.70 -5.92 -5.82 0.091
H 10.62 -4.34 -7.50 0.122
H 10.84 -4.33 -5.69 0.124
H 8.54 -5.31 -7.32 0.120
H 8.49 -3.81 -6.43 0.122
H 8.98 -6.30 -4.95 0.099
H 6.97 -6.54 -5.80 0.115
H 6.46 -4.99 -5.31 0.118
H 5.85 -6.76 -3.51 0.111
H 7.01 -5.70 -2.84 0.116
H 6.48 -8.61 -2.19 0.079
H 7.78 -7.76 -1.28 0.088
H 7.98 -9.31 -2.17 0.086
C -9.98 0.25 -2.91 -0.126
O -8.95 1.07 -3.37 -0.200
C -8.37 0.57 -4.56 -0.211
C -7.49 1.66 -5.24 -0.169
N -6.17 1.92 -4.71 0.005
C -5.36 2.99 -5.36 -0.165
C -6.07 4.32 -5.54 -0.216
O -6.54 4.73 -4.24 -0.215
C -6.79 6.12 -4.24 -0.112
H -10.44 0.61 -1.99 0.086
H -9.63 -0.76 -2.73 0.091
H -10.78 0.13 -3.64 0.093
H -9.09 0.18 -5.27 0.125
H -7.82 -0.34 -4.32 0.126
H -8.13 2.53 -5.15 0.119
H -7.41 1.43 -6.30 0.130
H -5.73 1.31 -4.04 0.123
H -4.94 2.67 -6.31 0.123
H -4.40 3.19 -4.88 0.123
H -6.88 4.27 -6.27 0.124
H -5.33 5.03 -5.89 0.123
H -7.13 6.41 -3.25 0.082
H -7.58 6.39 -4.94 0.092
H -5.89 6.65 -4.55 0.090
C 7.65 5.51 6.96 -0.154
O 6.37 5.96 7.08 -0.201
C 5.72 5.81 8.37 -0.168
C 5.28 4.37 8.62 -0.219
N 4.38 3.81 7.61 -0.071
C 4.00 2.40 7.86 -0.176
C 2.94 2.37 9.01 -0.210
O 2.41 1.05 9.22 -0.213
C 1.40 0.93 10.21 -0.109
H 8.41 6.24 7.25 0.088
H 7.74 5.26 5.91 0.093
H 7.82 4.58 7.51 0.080
H 4.87 6.48 8.45 0.121
H 6.46 6.13 9.10 0.119
H 4.83 4.37 9.62 0.114
H 6.13 3.70 8.65 0.104
H 4.81 3.75 6.70 0.101
H 4.85 1.82 8.21 0.111
H 3.60 2.02 6.92 0.120
H 2.13 3.08 8.85 0.115
H 3.40 2.67 9.95 0.104
H 0.57 1.61 10.03 0.082
H 1.90 1.18 11.14 0.080
H 1.09 -0.11 10.34 0.087

=====

No. 3
144
Properties=species:S:1:pos:R:3:lowdin_spin:R:1 method="wB97M-V/def2-TZVPD" total_energy_ha=-2656.4910 charge=-1 multiplicity=2 gap_ev="1.417 / 8.585" homo_ev="0.71 / -6.46" de_lowest_kcal_mol=17.1
C 3.73 2.19 -15.67 0.025
O 4.16 3.21 -14.85 0.006
C 4.97 2.90 -13.76 0.004
C 4.98 3.92 -12.58 0.001
N 5.17 5.35 -13.04 0.000
C 4.63 6.23 -11.95 0.001
C 5.63 6.16 -10.75 0.000
O 5.01 5.33 -9.79 0.000
C 5.38 5.69 -8.46 0.000
H 2.97 2.50 -16.40 0.007
H 3.36 1.31 -15.14 0.006
H 4.60 1.81 -16.20 0.003
H 5.94 2.70 -14.21 0.001
H 4.55 1.95 -13.40 0.001
H 5.85 3.71 -11.95 0.000
H 4.11 3.66 -11.98 0.000
H 4.70 5.42 -13.94 0.001
H 3.58 6.09 -11.72 0.001
H 4.70 7.26 -12.30 0.000
H 5.72 7.10 -10.21 0.000
H 6.57 5.66 -10.97 0.000
H 5.11 4.75 -7.97 0.000
H 4.83 6.54 -8.07 0.000
H 6.45 5.88 -8.34 0.000
C 4.89 -2.85 -30.29 0.001
O 5.03 -3.71 -29.17 0.000
C 3.64 -4.03 -28.65 0.000
C 2.84 -2.80 -28.11 0.001
N 1.55 -3.03 -27.58 0.000
C 1.58 -3.73 -26.22 0.002
C 0.20 -3.64 -25.56 0.009
O 0.02 -2.24 -25.41 0.006
C -1.36 -1.89 -25.23 0.007
H 4.58 -1.88 -29.91 0.000
H 4.06 -3.12 -30.93 0.000
H 5.90 -2.87 -30.70 0.000
H 3.89 -4.53 -27.72 0.000
H 3.00 -4.58 -29.34 0.000
H 2.69 -2.17 -28.99 0.000
H 3.55 -2.38 -27.40 0.000
H 1.05 -2.25 -27.18 0.000
H 2.24 -3.19 -25.54 0.001
H 1.87 -4.78 -26.18 0.001
H 0.06 -4.17 -24.62 0.004
H -0.54 -4.07 -26.24 0.002
H -2.06 -2.19 -26.01 0.001
H -1.57 -0.83 -25.32 0.001
H -1.60 -2.11 -24.19 0.007
C -5.82 -3.66 -25.46 0.014
O -5.73 -2.56 -24.57 0.016
C -6.23 -1.23 -25.01 0.017
C -5.26 -0.59 -25.95 0.010
N -4.10 -0.15 -25.22 0.002
C -4.27 1.19 -24.76 0.033
C -2.84 1.69 -24.20 0.029
O -2.29 0.73 -23.31 0.013
C -2.73 0.77 -21.86 0.149
H -6.62 -4.38 -25.31 0.002
H -4.89 -4.24 -25.48 0.004
H -5.91 -3.18 -26.43 0.002
H -6.28 -0.64 -24.10 0.009
H -7.19 -1.42 -25.50 0.003
H -5.86 0.20 -26.42 0.004
H -5.07 -1.36 -26.69 0.002
H -3.92 -0.88 -24.55 0.001
H -5.04 1.20 -23.98 0.011
H -4.56 1.96 -25.47 0.009
H -2.95 2.67 -23.72 0.026
H -2.26 1.88 -25.10 0.004
H -2.59 -0.22 -21.42 0.039
H -3.76 1.11 -21.73 0.037
H -2.21 1.56 -21.33 0.044
C 1.70 0.87 -19.48 0.065
O 2.06 1.29 -20.78 0.006
C 0.93 1.36 -21.67 0.014
C 1.40 1.44 -23.10 0.006
N 0.36 1.58 -24.20 0.002
C 0.80 1.69 -25.64 0.002
C 1.33 3.05 -26.06 0.010
O 1.64 2.91 -27.47 0.002
C 2.34 3.99 -28.01 0.013
H 1.40 -0.17 -19.40 0.017
H 0.84 1.43 -19.12 0.034
H 2.47 0.94 -18.71 0.005
H 0.30 2.22 -21.46 0.009
H 0.33 0.44 -21.60 0.007
H 2.03 0.59 -23.38 0.001
H 2.06 2.31 -23.09 0.001
H -0.26 0.78 -24.17 0.000
H -0.01 1.28 -26.25 0.001
H 1.58 0.95 -25.79 0.000
H 2.18 3.35 -25.44 0.002
H 0.63 3.87 -25.94 0.009
H 2.93 4.64 -27.37 0.003
H 1.62 4.45 -28.69 0.002
H 3.07 3.50 -28.66 0.001
C -2.08 9.42 -19.89 0.021
O -0.89 8.89 -19.43 0.011
C 0.16 9.08 -20.41 0.007
C 1.50 9.06 -19.61 0.003
N 1.59 8.03 -18.59 0.001
C 2.27 6.81 -18.93 0.008
C 1.54 5.73 -19.72 0.023
O 1.54 6.19 -21.05 0.007
C 1.29 5.12 -22.04 0.032
H -2.79 9.47 -19.06 0.002
H -2.55 8.73 -20.59 0.009
H -2.04 10.41 -20.33 0.001
H 0.04 10.05 -20.90 0.001
H 0.06 8.16 -20.99 0.002
H 1.80 10.03 -19.22 0.000
H 2.41 8.94 -20.19 0.000
H 0.61 7.78 -18.49 0.001
H 2.31 6.34 -17.95 0.003
H 3.32 6.79 -19.24 0.001
H 0.53 5.71 -19.30 0.021
H 2.05 4.79 -19.55 0.004
H 0.28 4.72 -22.01 0.017
H 1.95 4.26 -22.01 0.001
H 1.45 5.47 -23.06 0.005
C -0.79 0.59 -29.19 0.006
O 0.18 0.23 -30.20 0.001
C 1.46 0.89 -30.21 0.001
C 1.27 2.25 -30.98 0.002
N 1.08 2.28 -32.41 0.000
C -0.34 2.03 -32.76 0.001
C -0.71 2.24 -34.18 0.001
O -2.15 2.16 -34.27 0.001
C -2.77 2.72 -35.42 0.000
H -0.49 -0.06 -28.36 0.001
H -1.74 0.20 -29.54 0.003
H -0.91 1.61 -28.82 0.005
H 2.17 0.32 -30.81 0.000
H 1.77 0.97 -29.17 0.000
H 2.17 2.82 -30.74 0.001
H 0.55 2.88 -30.46 0.001
H 1.66 1.55 -32.81 0.000
H -1.07 2.50 -32.10 0.001
H -0.33 0.95 -32.67 0.000
H -0.24 1.55 -34.87 0.000
H -0.31 3.24 -34.38 0.000
H -3.69 2.20 -35.70 0.000
H -2.05 2.70 -36.24 0.000
H -3.15 3.72 -35.20 0.000